# 1
Formula: C29H34BrClIN4O3PbSSi2
Source: OMol25
Level of theory: ωB97M-V/def2-TZVPD

Atoms and positions in Å:
Pb1 -0.39 -0.43 -0.09
Cl1 -5.00 -4.57 3.43
C1 -3.75 -3.46 3.00
C2 -3.18 -2.67 3.96
C3 -2.16 -1.76 3.64
I1 -1.34 -0.59 5.14
C4 -1.70 -1.63 2.35
O1 -0.72 -0.81 2.02
C5 -2.30 -2.46 1.33
N1 -1.84 -2.33 0.05
C6 -2.37 -3.05 -0.91
C7 -3.39 -3.98 -0.67
C8 -3.86 -4.15 0.60
C9 -3.32 -3.38 1.65
H1 -3.52 -2.75 4.99
H2 -1.99 -2.91 -1.91
H3 -3.79 -4.56 -1.50
H4 -4.64 -4.86 0.82
Br1 -3.23 6.74 -0.76
C10 -3.70 4.95 -0.44
C11 -5.03 4.61 -0.18
N2 -5.43 3.37 0.05
C12 -4.52 2.41 0.04
C13 -3.17 2.65 -0.21
C14 -2.75 3.95 -0.45
C15 -2.20 1.54 -0.21
O2 -2.56 0.34 0.00
O3 -0.97 1.77 -0.43
H5 -5.79 5.38 -0.17
H6 -4.87 1.40 0.24
H7 -1.70 4.16 -0.62
N3 1.81 -1.83 -4.07
C16 1.20 -0.82 -3.43
S1 -0.37 -1.12 -2.82
N4 1.89 0.31 -3.32
C17 1.48 1.66 -3.08
C18 0.19 2.12 -3.30
C19 -0.09 3.46 -3.10
C20 0.89 4.34 -2.68
C21 2.18 3.87 -2.47
C22 2.48 2.54 -2.66
H8 1.33 -2.71 -4.12
H9 2.60 -1.67 -4.68
H10 2.87 0.25 -3.57
H11 -0.59 1.45 -3.64
H12 -1.10 3.82 -3.28
H13 0.66 5.38 -2.52
H14 2.96 4.55 -2.15
H15 3.48 2.17 -2.50
C23 1.48 2.53 1.11
Si1 2.40 0.93 1.40
C24 4.18 1.19 0.86
C25 2.27 0.43 3.19
C26 1.79 -0.51 0.27
Si2 2.29 -2.31 0.70
C27 4.15 -2.39 0.47
C28 1.83 -2.83 2.43
C29 1.52 -3.50 -0.54
H16 1.97 3.30 1.71
H17 0.43 2.50 1.42
H18 1.50 2.85 0.06
H19 4.59 2.06 1.39
H20 4.25 1.40 -0.21
H21 4.83 0.35 1.09
H22 2.25 1.32 3.82
H23 3.12 -0.17 3.50
H24 1.35 -0.13 3.38
H25 2.13 -0.30 -0.75
H26 4.68 -1.88 1.28
H27 4.48 -1.96 -0.47
H28 4.47 -3.44 0.49
H29 2.46 -2.34 3.17
H30 1.98 -3.90 2.52
H31 0.79 -2.60 2.68
H32 1.81 -3.25 -1.56
H33 0.43 -3.54 -0.49
H34 1.89 -4.51 -0.33

The total energy is -6072.0769 Ha. Its largest force on an atom is 0.56 eV/A. As for the total charge: +1. The HOMO energy is -0.37734 Eh. The value obtained for the LUMO energy is -0.148 Ha.

Mulliken atomic charge list, values in e, 4 entries: Pb 1.224; Cl -0.252; C 0.580; C -0.396

---

# 2
Formula: C29H34BrCuIN6OS3
Source: OMol25
Level of theory: ωB97M-V/def2-TZVPD

Atoms and positions in Å:
Cu1 -1.98 -0.15 0.68
S1 -1.44 -0.12 2.79
C1 -2.37 -1.55 3.22
C2 -2.75 -1.66 4.55
C3 -3.48 -2.74 5.01
C4 -3.83 -3.75 4.12
C5 -3.46 -3.65 2.80
C6 -2.74 -2.56 2.32
S2 -2.39 -2.52 0.61
H1 -2.48 -0.85 5.21
H2 -3.76 -2.79 6.05
H3 -4.39 -4.61 4.47
H4 -3.75 -4.42 2.10
C7 -4.41 1.54 0.41
N1 -5.24 2.74 0.36
C8 -5.25 3.34 1.69
N2 -3.91 3.68 2.15
C9 -3.10 2.47 2.16
N3 -3.04 1.85 0.83
C10 -2.47 2.84 -0.09
N4 -3.27 4.06 -0.15
C11 -4.62 3.68 -0.56
C12 -3.34 4.62 1.20
H5 -4.38 1.08 -0.58
H6 -4.85 0.83 1.12
H7 -5.70 2.63 2.39
H8 -5.86 4.25 1.66
H9 -3.53 1.75 2.87
H10 -2.09 2.71 2.49
H11 -2.42 2.41 -1.09
H12 -1.46 3.09 0.25
H13 -4.57 3.23 -1.55
H14 -5.24 4.59 -0.62
H15 -3.96 5.52 1.17
H16 -2.33 4.88 1.52
C13 4.67 1.16 -1.92
C14 3.21 1.07 -2.35
C15 2.34 0.47 -1.25
N5 0.96 0.46 -1.66
C16 -0.03 -0.43 -1.39
S3 -1.61 0.11 -1.54
N6 0.23 -1.72 -1.08
C17 1.27 -2.52 -1.48
O1 1.61 -3.50 -0.85
C18 1.93 -2.16 -2.76
C19 1.24 -1.60 -3.84
C20 1.91 -1.35 -5.03
C21 3.26 -1.63 -5.15
C22 3.95 -2.18 -4.08
C23 3.29 -2.46 -2.90
H17 5.28 1.52 -2.74
H18 5.03 0.17 -1.65
H19 4.79 1.81 -1.06
H20 3.13 0.45 -3.25
H21 2.83 2.07 -2.59
H22 2.46 1.07 -0.34
H23 2.68 -0.54 -1.02
H24 0.59 1.37 -1.89
H25 -0.49 -2.16 -0.45
H26 0.19 -1.39 -3.76
H27 1.37 -0.92 -5.86
H28 3.77 -1.41 -6.07
H29 5.00 -2.41 -4.18
H30 3.81 -2.89 -2.07
Br1 4.00 1.53 2.08
C24 4.38 -0.23 1.46
C25 5.64 -0.47 0.92
C26 5.95 -1.74 0.46
C27 5.01 -2.76 0.56
C28 3.77 -2.50 1.11
C29 3.43 -1.23 1.56
I1 1.44 -0.84 2.22
H31 6.36 0.34 0.87
H32 6.92 -1.92 0.02
H33 5.26 -3.75 0.22
H34 3.04 -3.29 1.18

The total energy is -7236.1356 Ha. Its largest force on an atom is 1.09 eV/A. As for the total charge: -1. The HOMO energy is -0.12432 Eh. The value obtained for the LUMO energy is 0.082 Ha.

Mulliken atomic charge list, values in e, 4 entries: Cu 0.139; S -0.679; C 0.667; C -0.664

---

Going through the records in order, we get energy above the lowest of the compared OMol25 structures with the same formula, charge and spin values of 0.000 0.074 eV.